The following is a quantum chemistry calculation of an isolated molecule of C6H12N2O2 in a non-equilibrium geometry, from OMol25.

The geometry in ORCA input format:
```
! wB97M-V def2-TZVPD RIJCOSX def2/J DEFGRID3
* xyz 0 1
O -2.37220 1.86921 -1.12042
O -1.96650 1.97627 2.61603
N 0.22537 1.97372 2.11457
N -0.68556 0.54263 -0.34051
C 0.58216 -0.12055 -0.62753
C -1.36205 1.20300 -1.30446
C 0.44322 -1.61872 -0.87859
C -1.03538 1.55999 1.92945
C 1.79034 -2.27454 -1.15668
C -1.26267 0.39230 0.97506
H -0.85930 -0.50545 1.46163
H -0.23802 -1.76958 -1.72978
H 1.26460 0.06116 0.21718
H -2.34905 0.26242 0.88502
H 2.24523 -1.87119 -2.07329
H 0.55184 1.99446 3.08665
H 1.03079 0.36653 -1.50484
H 0.74972 2.41766 1.37323
H 2.49198 -2.10193 -0.32721
H 1.68005 -3.35980 -1.28393
H -0.02733 -2.09790 -0.00689
H -0.89723 1.10030 -2.30471
*
```

Results
Energy relative to the best compared isomer or geometry (same formula, charge and spin) in kcal per mole: 13.7
Frontier orbital gap in eV: 10.02
Strongest force on any atom in hartree/bohr: 0.06723
SMILES: CCCN(C=O)CC(N)=O
Energy in eV: -13491.8338

Atomic partial charges in e from the Löwdin method, atoms 1 to 5: O 0.03; O 0.08; N 0.14; N -0.11; C -0.20